[1]
Molecular formula: C40H38Br4N6O12
Method: DFT, ωB97M-V/def2-TZVPD

Its highest occupied orbital energy is -9.84 eV. The calculation puts the orbital gap at 8.750 eV. The value obtained for the energy relative to the best compared isomer or geometry (same formula, charge and spin) is 0.000 eV. Its SMILES is O=[N+]([O-])c1ccccc1.O=[N+]([O-])c1ccccc1.O=[N+]([O-])c1ccccc1.O=[N+]([O-])c1ccccc1.O=[N+]([O-])c1ccccc1.O=[N+]([O-])c1ccccc1.BrCCBr.BrCCBr. The LUMO energy is -0.0400 hartree. The maximum force is 1.8 eV/A.

CARTESIAN COORDINATES (ANGSTROEM)
Br: -0.5357 1.4007 -0.2906
C: 0.2203 -0.2602 -1.0167
C: -0.3591 -1.4508 -0.2867
Br: 0.1735 -1.3715 1.5871
H: 1.2679 -0.1310 -0.7767
H: 0.0460 -0.3173 -2.0864
H: 0.0114 -2.3764 -0.7181
H: -1.4445 -1.4276 -0.3274
Br: 3.1284 -0.2605 -2.5765
C: 4.6549 -0.5212 -3.7176
C: 5.6408 0.5880 -3.5949
Br: 5.0348 2.1950 -4.5246
H: 4.2745 -0.5747 -4.7338
H: 5.1582 -1.4659 -3.5156
H: 6.6253 0.3500 -3.9948
H: 5.8526 0.8816 -2.5682
C: -3.4243 -2.6960 -6.5910
C: -3.2540 -3.7521 -5.6884
C: -3.1943 -3.4854 -4.3405
C: -3.2878 -2.1745 -3.8972
C: -3.3808 -1.1162 -4.7743
C: -3.4559 -1.3920 -6.1332
N: -3.3968 -1.9409 -2.4516
O: -3.0644 -2.8548 -1.7087
O: -3.7879 -0.8468 -2.0809
H: -3.4532 -2.9236 -7.6494
H: -3.3030 -4.7630 -6.0686
H: -3.2693 -4.2946 -3.6280
H: -3.3406 -0.0785 -4.4753
H: -3.6735 -0.5776 -6.8121
C: -2.5190 3.5716 3.2836
C: -2.7821 2.9286 2.0896
C: -3.5992 3.5369 1.1492
C: -4.1329 4.7760 1.4360
C: -3.9036 5.4290 2.6265
C: -3.0980 4.8030 3.5669
N: -4.7636 5.5367 0.3420
O: -5.1052 4.9267 -0.6488
O: -4.8817 6.7373 0.4846
H: -1.9805 3.0453 4.0637
H: -2.4406 1.9184 1.9111
H: -3.7076 3.1027 0.1653
H: -4.2271 6.4319 2.8552
H: -2.8947 5.3123 4.4992
C: 2.0804 3.3961 1.4667
C: 1.3237 4.2028 0.6347
C: 0.7041 5.3154 1.1747
C: 0.9751 5.6518 2.4930
C: 1.8482 4.9367 3.2705
C: 2.3362 3.7277 2.7883
N: 0.3916 6.8833 3.0502
O: -0.2728 7.5739 2.3054
O: 0.6117 7.1381 4.2201
H: 2.4404 2.4292 1.1285
H: 1.0777 3.8751 -0.3639
H: 0.0250 5.9293 0.6008
H: 2.1289 5.3113 4.2447
H: 2.8611 3.0172 3.4112
C: 1.0501 -4.2873 -7.7649
C: 0.0957 -3.4908 -7.1325
C: 0.1650 -3.3287 -5.7654
C: 1.2286 -3.8735 -5.0557
C: 2.2301 -4.5734 -5.7038
C: 2.1563 -4.7553 -7.0700
N: 1.2444 -3.7402 -3.6083
O: 0.3706 -3.1128 -3.0479
O: 2.2369 -4.1463 -3.0238
H: 0.9904 -4.4009 -8.8407
H: -0.7867 -3.1724 -7.6695
H: -0.6322 -2.8450 -5.2141
H: 2.9800 -5.0284 -5.0691
H: 2.9309 -5.3090 -7.5813
C: -1.7178 -2.6472 4.7105
C: -1.9900 -3.9208 5.1980
C: -2.9873 -4.0573 6.1404
C: -3.6071 -2.9277 6.6589
C: -3.2856 -1.6638 6.2187
C: -2.3179 -1.5095 5.2394
N: -4.6279 -3.0753 7.7005
O: -4.9366 -4.2026 8.0214
O: -5.0756 -2.0628 8.2007
H: -1.0115 -2.5138 3.8989
H: -1.5241 -4.7670 4.7142
H: -3.3583 -5.0017 6.5196
H: -3.8248 -0.8160 6.6197
H: -1.9786 -0.5490 4.8794
C: 3.6336 0.1794 4.3842
C: 3.0691 -0.3050 3.2125
C: 3.8201 -0.3786 2.0469
C: 5.0829 0.1707 2.0313
C: 5.6044 0.7354 3.1774
C: 4.8797 0.7994 4.3497
N: 5.9134 0.1356 0.8436
O: 5.3641 0.2028 -0.2296
O: 7.1146 -0.0002 1.0045
H: 3.0987 0.0064 5.3097
H: 2.1259 -0.8384 3.2563
H: 3.3514 -0.8518 1.1912
H: 6.6519 1.0168 3.1481
H: 5.3144 1.0995 5.2927

Atom charges from the Mulliken analysis, given in e for atoms 1 to 8: number 1, Br, carries -0.071; number 2, C, carries -0.043; number 3, C, carries -0.555; number 4, Br, carries -0.096; number 5, H, carries -0.524; number 6, H, carries 0.614; number 7, H, carries 0.371; number 8, H, carries 0.393


[2]
Molecular formula: C40H38Cl5Ge2HgN7O2PS2
Method: DFT, ωB97M-V/def2-TZVPD

Its highest occupied orbital energy is -4.40 eV. The calculation puts the orbital gap at 6.200 eV. The value obtained for the energy relative to the best compared isomer or geometry (same formula, charge and spin) is 0.329 eV. The LUMO energy is 0.0661 hartree. As for the net charge: -1. The maximum force is 1.0 eV/A.

CARTESIAN COORDINATES (ANGSTROEM)
Hg: -0.7867 -0.0744 0.6362
C: 2.6150 -4.1718 3.3816
N: 1.4940 -3.2972 3.1805
C: 0.6364 -2.8210 4.1251
C: -0.2974 -2.0811 3.4568
N: -0.0252 -2.0940 2.1321
C: 1.0631 -2.8142 1.9826
P: 1.9161 -3.2103 0.4218
C: 2.4540 -1.5518 -0.0893
N: 1.7130 -0.5872 -0.5807
C: 2.5430 0.4579 -0.7944
C: 3.8187 0.1197 -0.4451
N: 3.7621 -1.1683 -0.0047
C: 4.8657 -1.9566 0.4627
C: 0.4304 -3.4195 -0.5985
N: -0.5492 -2.5760 -0.8342
C: -1.4464 -3.2399 -1.5957
C: -1.0097 -4.5156 -1.8259
N: 0.1880 -4.6264 -1.1895
C: 1.0599 -5.7675 -1.1498
H: 2.6616 -4.4747 4.4242
H: 2.5134 -5.0633 2.7585
H: 3.5460 -3.6692 3.1163
H: 0.7595 -3.0271 5.1711
H: -1.1446 -1.5391 3.8396
H: 2.1738 1.3901 -1.1866
H: 4.7344 0.6834 -0.4654
H: 5.7924 -1.4228 0.2623
H: 4.7846 -2.1369 1.5382
H: 4.8900 -2.9199 -0.0549
H: -2.3496 -2.7605 -1.9338
H: -1.4429 -5.3318 -2.3755
H: 0.6907 -6.5390 -1.8247
H: 2.0634 -5.4760 -1.4577
H: 1.1138 -6.1792 -0.1396
Cl: -2.0245 2.5529 2.5337
C: -3.1087 1.1932 2.6248
C: -2.7345 0.0123 1.9829
C: -3.6809 -1.0078 1.9820
Cl: -3.2976 -2.4531 1.1166
C: -4.9196 -0.9033 2.6059
Cl: -6.0636 -2.1880 2.5199
C: -5.2321 0.2642 3.2935
Cl: -6.7376 0.4031 4.1131
C: -4.3244 1.3190 3.2954
Cl: -4.7339 2.7815 4.1022
O: 1.0063 5.3768 3.4608
S: 1.7295 4.6788 2.4315
O: 2.0177 5.4426 1.2430
N: 1.0428 3.2215 2.0911
C: 1.8265 2.2469 2.4355
S: 1.4445 0.6134 2.3883
C: 3.1665 2.6330 2.9300
C: 4.2519 1.8122 3.1932
C: 5.4454 2.4084 3.5690
C: 5.5482 3.7865 3.6998
C: 4.4568 4.6066 3.4415
C: 3.2844 4.0058 3.0503
H: 4.1617 0.7393 3.0849
H: 6.3183 1.7937 3.7473
H: 6.4932 4.2232 3.9952
H: 4.5292 5.6811 3.5226
C: 1.8180 0.9888 -4.0435
Ge: -0.0608 0.2830 -3.9295
C: 0.1341 -1.6636 -4.4028
C: -0.9330 1.1515 -5.5221
Ge: -1.2634 0.6874 -1.7433
C: -3.1118 0.0463 -2.1427
C: -3.4473 -0.6842 -3.2763
C: -4.7072 -1.2341 -3.4397
C: -5.6709 -1.0542 -2.4627
C: -5.3662 -0.3143 -1.3326
C: -4.1018 0.2236 -1.1794
C: -1.4851 2.6598 -1.5638
C: -0.3714 3.4171 -1.2110
C: -0.4776 4.7501 -0.8596
C: -1.7302 5.3452 -0.8282
C: -2.8511 4.6101 -1.1739
C: -2.7259 3.2842 -1.5494
H: 2.1897 0.9442 -5.0668
H: 2.4860 0.4074 -3.4106
H: 1.8590 2.0286 -3.7143
H: 0.7128 -1.7824 -5.3197
H: -0.8321 -2.1416 -4.5468
H: 0.6467 -2.1877 -3.5964
H: -0.3500 0.9384 -6.4183
H: -0.9623 2.2298 -5.3746
H: -1.9526 0.8116 -5.6883
H: -2.6979 -0.8437 -4.0432
H: -4.9374 -1.8154 -4.3260
H: -6.6541 -1.4939 -2.5822
H: -6.1131 -0.1729 -0.5602
H: -3.8691 0.7826 -0.2799
H: 0.6013 2.9403 -1.1740
H: 0.4007 5.3100 -0.5698
H: -1.8288 6.3800 -0.5270
H: -3.8339 5.0683 -1.1326
H: -3.6101 2.7170 -1.8066

Atom charges from the Mulliken analysis, given in e for atoms 1 to 8: number 1, Hg, carries 2.079; number 2, C, carries -0.837; number 3, N, carries 0.295; number 4, C, carries -0.878; number 5, C, carries -0.581; number 6, N, carries 0.550; number 7, C, carries -0.141; number 8, P, carries -0.532